(1)
36
Properties=species:S:1:pos:R:3 method="wB97M-V/def2-TZVPD" fmax_ev_per_a=0.96 energy_ha=-1335.45281 e_lumo_ev=-6.096 charge=+2 gap_ev=9.37
Rh 0.043 -1.234 0.562
N 0.001 -3.273 0.436
C -1.300 -2.740 0.580
C -4.464 -0.175 0.824
O -5.612 -0.198 0.885
O -3.297 -0.145 0.760
H 0.263 -3.700 -0.444
H 0.410 -3.701 1.259
H -1.773 -2.934 1.536
H -1.949 -2.876 -0.277
C -0.302 3.440 3.912
N -0.232 2.152 3.229
C -0.021 0.877 3.906
C 0.013 -0.033 2.717
O 0.138 -1.275 2.636
N -0.120 0.651 1.573
C -0.260 1.962 1.914
N -0.404 2.921 1.019
H -0.550 3.264 4.955
H -1.096 4.050 3.483
H 0.650 3.967 3.858
H -0.841 0.628 4.583
H 0.919 0.850 4.461
H -0.430 2.687 0.041
H -0.476 3.890 1.281
I 2.900 -1.000 -0.810
C 1.234 -0.954 -2.071
C 1.371 -0.818 -3.440
C 0.221 -0.736 -4.210
C -1.021 -0.774 -3.590
C -1.074 -0.915 -2.219
N 0.037 -1.022 -1.471
H 2.354 -0.773 -3.886
H 0.296 -0.632 -5.284
H -1.937 -0.695 -4.157
H -2.011 -0.933 -1.679

(2)
46
Properties=species:S:1:pos:R:3 method="wB97M-V/def2-TZVPD" fmax_ev_per_a=2.62 energy_ha=-2711.84418 e_lumo_ev="6.439 / 6.386" charge=-3 s_squared=6.432 multiplicity=5 gap_ev="2.48 / 5.99"
Fe 0.942 1.275 -3.558
P 0.675 -0.318 -5.679
O 1.496 -1.543 -5.820
O 1.443 1.052 -5.377
O 0.105 -0.373 -4.137
O -0.450 -0.069 -6.640
C -1.874 3.135 -1.415
C -1.444 3.249 -2.851
O -0.826 2.145 -3.348
H -2.222 4.066 -0.951
H -1.142 2.582 -0.819
H -2.749 2.464 -1.362
H -0.910 4.209 -3.081
H -2.395 3.434 -3.426
C 2.603 1.313 0.099
C 1.543 0.779 -0.877
O 1.999 0.389 -2.107
H 3.130 2.143 -0.382
H 3.319 0.535 0.380
H 2.095 1.688 0.985
H 0.745 1.573 -0.857
H 0.981 -0.075 -0.416
C 2.304 -2.677 1.392
O 2.720 -3.170 0.361
N 1.640 -3.354 2.354
C 1.261 -2.761 3.614
C 1.268 -4.708 2.139
H 2.447 -1.614 1.652
H 0.193 -2.476 3.665
H 1.795 -1.824 3.795
H 1.446 -3.449 4.447
H 1.492 -5.309 3.024
H 0.199 -4.806 1.902
H 1.790 -5.128 1.282
C -2.629 2.054 1.887
O -2.406 2.853 2.763
N -2.189 0.776 1.839
C -2.535 -0.085 0.732
C -1.361 0.274 2.908
H -3.268 2.255 1.004
H -3.609 -0.087 0.537
H -2.119 -1.070 0.921
H -2.066 0.223 -0.214
H -0.314 0.497 2.727
H -1.630 0.728 3.861
H -1.493 -0.797 3.047

(3)
45
Properties=species:S:1:pos:R:3 method="wB97M-V/def2-TZVPD" fmax_ev_per_a=3.23 energy_ha=-1987.04582 e_lumo_ev=0.438 smiles="CNC(=O)C[C@]1(c2ccccc2)CC(O)=C(Sc2ccccc2Cl)C(=O)O1" gap_ev=9.10
C -2.753 1.343 -0.937
N -2.067 0.987 0.315
C -0.788 1.367 0.606
O -0.200 2.174 -0.088
C -0.104 0.873 1.863
C 0.671 -0.471 1.693
C 1.323 -0.807 3.058
C 2.337 -0.008 3.574
C 2.823 -0.211 4.881
C 2.275 -1.255 5.642
C 1.296 -2.087 5.083
C 0.807 -1.885 3.824
C 1.775 -0.368 0.658
C 1.407 -0.735 -0.761
O 2.334 -0.504 -1.752
C 0.194 -1.326 -1.052
S -0.214 -1.783 -2.733
C -0.727 -0.343 -3.646
C -0.307 0.995 -3.327
C -0.745 2.096 -4.051
C -1.543 1.881 -5.181
C -1.921 0.605 -5.537
C -1.560 -0.527 -4.757
Cl -2.196 -2.088 -5.177
C -0.685 -1.703 0.054
O -1.784 -2.197 -0.223
O -0.301 -1.479 1.352
H -2.530 0.617 -1.730
H -2.445 2.338 -1.355
H -3.812 1.346 -0.767
H -2.439 0.244 0.916
H -0.837 0.648 2.642
H 0.600 1.653 2.192
H 2.726 0.818 3.006
H 3.570 0.505 5.251
H 2.611 -1.437 6.651
H 0.877 -2.908 5.662
H 0.027 -2.562 3.470
H 2.205 0.663 0.648
H 2.571 -1.092 0.991
H 1.920 -0.818 -2.543
H 0.393 1.162 -2.455
H -0.428 3.070 -3.750
H -1.807 2.725 -5.805
H -2.550 0.482 -6.407